Here is a 3-piece molecular cluster, C17H32F2I2N3O7P2 overall from OMol25. Energies are from the ωB97M-V functional and the def2-TZVPD basis.

Geometry (Å):
I: 1.769 -0.553 -4.244
I: -2.574 2.117 -3.018
P: 0.191 1.021 -1.020
P: 0.627 1.007 1.152
F: -6.648 0.868 4.676
F: 0.238 -5.378 -2.149
O: 3.708 1.739 -0.027
O: 1.134 -3.977 -0.649
O: -3.380 0.683 3.701
O: 3.198 -4.891 -0.516
O: -5.318 1.651 3.053
O: 2.607 -3.208 0.917
O: -3.376 2.192 1.982
N: -1.123 -1.435 -1.767
N: -0.052 2.812 -0.799
N: 1.854 1.150 -1.489
C: 2.334 -3.962 -0.003
C: 3.380 -0.746 -0.035
C: -4.382 0.276 4.611
C: -5.636 0.529 3.846
C: -3.975 1.565 2.840
C: 1.366 -4.701 -1.836
C: -0.886 0.826 -5.471
C: 0.144 -0.931 -1.043
C: 2.319 2.373 -2.191
C: 1.862 3.715 1.641
C: 2.463 -5.639 -1.463
C: -0.849 0.169 2.123
C: -0.034 0.593 -4.046
C: -0.236 -0.957 3.151
C: -0.569 1.126 -2.806
C: 2.907 0.751 -0.522
C: 0.585 2.749 1.931
H: 1.615 4.774 2.127
H: 0.038 -1.386 0.053
H: 0.950 -0.836 3.130
H: 3.427 2.159 -2.583
H: 4.549 -0.716 0.192
H: 2.011 3.922 0.497
H: -4.264 -0.777 4.879
H: 1.720 2.662 -3.183
H: 2.775 -1.172 0.878
H: -1.054 1.991 -5.674
H: -1.909 -1.203 -1.114
H: -5.944 -0.301 3.201
H: 3.087 -5.909 -2.319
H: -1.211 0.913 -0.589
H: -0.549 -2.036 2.746
H: 1.127 -1.389 -1.459
H: -0.245 0.441 -6.370
H: -1.093 -2.486 -1.861
H: 1.622 -4.009 -2.645
H: -0.170 3.300 -1.707
H: 2.895 3.325 2.076
H: -0.681 -0.732 4.220
H: -1.531 -0.328 1.295
H: 3.278 -1.457 -0.986
H: 0.584 2.559 3.112
H: -0.434 3.345 1.746
H: -1.001 2.940 -0.331
H: 2.394 3.362 -1.573
H: -1.891 0.214 -5.483
H: -4.312 0.881 5.522
H: -1.525 0.971 2.667
H: 2.094 -6.557 -0.994

Properties
E_HOMO (eV): -3.2285
Largest force on an atom (eV/Å): 7.286
Total charge: -1
Gap between HOMO and LUMO (Ha): 0.19618
E (Ha): -2835.47588

---

Here is C17H32I2O9S as an isolated structure from OMol25. Energies are from the ωB97M-V functional and the def2-TZVPD basis.

Geometry (Å):
I: 1.307 -0.606 -2.566
I: 0.620 0.705 -5.781
S: 4.614 0.958 -3.859
O: -4.149 5.711 -1.743
O: 5.314 -0.111 -3.144
O: 5.516 1.779 -4.665
O: -1.981 1.176 -1.703
O: 3.295 -4.426 3.658
O: 3.381 0.211 -4.676
O: 3.667 1.933 -2.943
O: 1.798 -2.713 -0.382
O: -2.558 1.808 2.520
C: 2.107 0.615 -4.212
C: -3.623 5.240 -2.726
C: -4.192 5.467 -4.103
C: -3.858 3.788 2.322
C: 2.361 2.018 -3.530
C: 2.623 -4.925 -0.605
C: -2.802 0.537 -1.083
C: -4.035 1.191 -0.521
C: -2.591 3.158 4.468
C: -2.630 -0.938 -0.842
C: 2.124 -5.977 5.018
C: 4.685 -5.986 4.782
C: -2.963 2.819 3.049
C: 3.739 -3.172 0.903
C: -2.376 4.403 -2.624
C: 2.640 -3.523 -0.058
C: 3.362 -5.371 4.413
H: 3.628 -2.135 1.215
H: 3.680 -3.812 1.784
H: -4.929 0.736 -0.953
H: -3.461 5.981 -4.728
H: -2.080 4.322 -1.580
H: -1.946 2.379 4.870
H: 4.841 -5.915 5.860
H: 5.487 -5.451 4.276
H: -4.026 2.252 -0.771
H: -1.702 -1.275 -1.301
H: -1.565 4.872 -3.185
H: -3.462 -1.487 -1.287
H: -2.586 -1.137 0.230
H: 1.735 2.101 -2.643
H: 3.546 -5.121 -1.153
H: 1.780 -5.040 -1.284
H: -4.460 4.511 -4.557
H: -4.811 3.882 2.846
H: -4.046 3.426 1.315
H: -3.376 4.765 2.258
H: 2.519 -5.641 0.212
H: -2.054 4.108 4.495
H: 4.709 -3.291 0.417
H: -4.048 1.085 0.564
H: -5.086 6.083 -4.028
H: -2.567 3.401 -3.011
H: 2.210 2.803 -4.279
H: -3.489 3.224 5.084
H: 1.247 -5.436 4.667
H: 4.709 -7.032 4.473
H: 2.169 -5.906 6.106
H: 2.037 -7.023 4.720

Properties
E_HOMO (eV): -9.0591
Largest force on an atom (eV/Å): 3.355
Total charge: 0
Gap between HOMO and LUMO (Ha): 0.31847
E (Ha): -2337.61681

---

Here is C17H32N15O2Rh as an isolated structure from OMol25. Energies are from the ωB97M-V functional and the def2-TZVPD basis.

Geometry (Å):
Rh: 0.452 -0.475 1.059
O: 2.989 -2.329 2.574
O: 2.570 -0.871 0.911
N: -1.369 1.163 -0.654
N: -2.917 -2.216 2.636
N: 0.586 -2.236 -0.074
N: -0.663 -4.616 3.858
N: 0.454 -2.624 4.160
N: 2.118 1.316 2.541
N: -2.293 2.958 -1.550
N: -1.583 -0.905 1.551
N: 0.803 1.104 2.330
N: -1.673 -1.944 2.411
N: 1.638 -4.479 3.483
N: -3.335 0.425 0.499
N: -3.225 2.371 -0.846
N: -1.217 2.234 -1.429
N: -3.699 -1.373 1.964
C: 2.378 -1.969 1.545
C: 0.161 2.055 2.996
C: 3.712 2.823 3.697
C: 1.290 -5.512 1.220
C: 0.475 -3.916 3.820
C: 1.720 -5.698 2.681
C: -2.636 1.280 -0.306
C: -1.326 2.160 2.987
C: 2.338 2.380 3.329
C: 1.362 -2.968 0.942
C: -2.850 -0.591 1.301
C: 1.054 3.018 -0.883
C: 2.437 3.216 -1.491
C: 1.094 2.887 3.644
C: 0.077 2.601 -1.978
C: 1.977 -4.323 0.535
C: 0.575 4.269 -0.157
H: 2.426 4.003 -2.250
H: 2.344 -3.767 3.245
H: 1.156 -6.499 3.164
H: 1.912 -4.438 -0.550
H: 1.100 2.187 -0.174
H: -1.663 2.797 3.804
H: -0.272 -2.719 -0.320
H: 4.186 3.362 2.875
H: -1.784 1.178 3.094
H: 1.523 -6.440 0.693
H: 1.130 -2.070 -0.914
H: -1.683 2.594 2.051
H: 0.458 1.731 -2.515
H: -1.540 -4.107 3.839
H: 1.249 4.512 0.665
H: -0.111 3.409 -2.685
H: -0.428 -2.159 3.949
H: 3.673 3.487 4.558
H: -0.425 4.138 0.260
H: 3.153 3.510 -0.721
H: 0.881 3.740 4.267
H: 2.765 -6.007 2.710
H: 3.042 -4.326 0.784
H: 2.803 2.298 -1.955
H: -0.679 -5.544 3.475
H: 4.345 1.971 3.949
H: 0.541 5.125 -0.837
H: -4.324 0.594 0.573
H: 0.204 -5.384 1.155
H: 2.758 0.647 2.112
H: 0.631 -3.141 1.724
H: 1.275 -2.098 3.871

Properties
E_HOMO (eV): -6.5227
Largest force on an atom (eV/Å): 0.463
Total charge: 0
Gap between HOMO and LUMO (Ha): 0.25628
E (Ha): -1749.40867
Energy above the lowest of the compared OMol25 structures with the same formula, charge and spin (kcal/mol): 0.7

---

Here is one molecule with the formula C17H32N4O5S from OMol25. Energies are from the ωB97M-V functional and the def2-TZVPD basis.

Geometry (Å):
S: -3.215 -1.535 0.250
O: 2.012 -1.640 0.099
O: -3.288 -1.741 1.669
O: -3.857 -0.365 -0.273
O: 4.819 3.572 -1.392
O: 2.874 4.489 -0.668
N: -1.650 -1.525 -0.328
N: 3.679 2.677 0.351
N: -3.735 -2.922 -0.486
N: 2.571 0.254 1.122
C: 2.999 5.519 -1.648
C: -3.865 -2.817 -1.923
C: -4.177 -5.271 0.105
C: -5.168 -2.175 -2.395
C: 3.905 6.644 -1.168
C: 0.377 -0.756 1.640
C: 2.411 1.396 1.988
C: 3.798 0.243 0.328
C: 4.570 1.548 0.490
C: -0.271 -2.148 1.640
C: -0.604 0.248 1.013
C: -1.026 -0.222 -0.378
C: 2.484 2.686 1.169
C: 3.873 3.579 -0.641
C: -0.799 -2.539 0.258
C: 1.704 -0.763 0.886
C: -4.612 -3.815 0.241
H: 1.457 1.358 2.509
H: 1.605 2.770 0.520
H: -3.142 -5.385 0.417
H: -1.398 -3.447 0.327
H: -6.026 -2.794 -2.143
H: 4.420 -0.608 0.628
H: 4.915 6.267 -1.026
H: 1.980 5.875 -1.811
H: -1.108 -2.137 2.340
H: -0.168 1.246 0.942
H: -5.652 -3.702 -0.089
H: 3.207 1.390 2.743
H: 3.396 5.086 -2.572
H: 0.569 -0.481 2.683
H: -3.755 -3.817 -2.351
H: 2.492 3.556 1.837
H: 0.458 -2.893 1.962
H: 3.520 0.092 -0.720
H: -0.159 -0.294 -1.042
H: 0.040 -2.703 -0.422
H: -3.019 -2.207 -2.243
H: 5.327 1.634 -0.291
H: -5.142 -2.047 -3.474
H: -4.548 -3.505 1.284
H: -1.759 0.463 -0.807
H: -1.500 0.301 1.637
H: 3.926 7.436 -1.911
H: 3.539 7.048 -0.227
H: -4.269 -5.612 -0.923
H: 5.071 1.588 1.463
H: -5.279 -1.202 -1.924
H: -4.804 -5.898 0.733

Properties
E_HOMO (eV): -9.1175
Largest force on an atom (eV/Å): 1.031
Total charge: 0
SMILES string: CCOC(=O)N1CCN(C(=O)C2CCN(S(=O)(=O)N(CC)CC)CC2)CC1
Gap between HOMO and LUMO (Ha): 0.35723
E (Ha): -1660.42469
Energy above the lowest of the compared OMol25 structures with the same formula, charge and spin (kcal/mol): 1.3

---

Here is C17H32NO2PtSe2Si2 as an isolated structure from OMol25. Energies are from the ωB97M-V functional and the def2-TZVPD basis.

Geometry (Å):
Pt: 0.101 -0.114 -0.547
Se: 2.364 -0.101 -1.565
Se: -1.025 -2.071 -1.553
Si: 1.122 1.407 2.148
Si: -1.749 -0.250 2.150
O: 0.282 -0.395 -3.531
O: 1.210 -4.202 -4.954
N: -1.107 1.946 -0.696
C: -3.305 -0.496 1.057
C: 2.132 -3.580 -4.081
C: -2.342 4.097 0.502
C: 2.113 2.634 1.056
C: 2.582 -1.876 -2.388
C: -0.499 0.900 1.329
C: -1.149 2.024 0.642
C: -0.975 -1.946 2.554
C: -2.433 0.417 3.824
C: -1.652 2.895 -1.433
C: -2.283 3.993 -0.883
C: 2.205 -0.111 2.551
C: 0.889 2.332 3.823
C: 0.868 -1.452 -4.229
C: 0.382 -3.152 -2.404
C: 1.460 -2.467 -3.245
C: -1.771 3.106 1.272
H: 3.186 0.194 2.902
H: 1.680 -1.084 -4.881
H: 1.751 -0.726 3.320
H: 3.483 -1.772 -3.002
H: -1.728 -2.644 2.904
H: 1.555 3.546 0.859
H: -2.719 4.751 -1.514
H: 3.053 2.916 1.523
H: 2.349 2.180 0.095
H: -0.215 -1.859 3.323
H: -3.028 -0.927 0.097
H: 2.955 -3.144 -4.669
H: -4.020 -1.170 1.523
H: -3.173 -0.264 4.236
H: 2.558 -4.318 -3.387
H: -1.639 0.518 4.556
H: -0.155 0.216 -4.131
H: 0.285 3.228 3.717
H: -0.164 -3.849 -3.046
H: -2.907 1.387 3.718
H: -1.582 2.771 -2.507
H: 0.129 -1.975 -4.853
H: 1.849 2.632 4.233
H: 0.404 1.695 4.555
H: 1.613 -5.008 -5.286
H: -1.795 3.150 2.349
H: 0.864 -3.721 -1.605
H: -3.817 0.442 0.858
H: 2.336 -0.721 1.663
H: -0.511 -2.364 1.666
H: 2.810 -2.569 -1.575
H: -2.830 4.948 0.959

Properties
E_HOMO (alpha / beta) (eV): -3.1621 / -3.2450
Multiplicity: 3
Largest force on an atom (eV/Å): 0.840
Total charge: -1
Gap between HOMO and LUMO (alpha / beta) (Ha): 0.21355 / 0.21545
E (Ha): -6373.43918
Energy above the lowest of the compared OMol25 structures with the same formula, charge and spin (kcal/mol): 35.5

---

Here is C17H32NO9PS as an isolated structure from OMol25. Energies are from the ωB97M-V functional and the def2-TZVPD basis.

Geometry (Å):
S: -1.631 3.468 -0.177
P: -2.579 -0.575 0.506
O: -0.883 3.592 -1.615
O: -1.298 -0.528 1.470
O: -3.230 -2.043 0.694
O: -3.570 0.472 0.753
O: -0.933 2.120 0.377
O: -3.001 3.266 -0.495
O: 3.185 -3.070 -1.919
O: -1.444 4.569 0.697
O: 2.583 4.139 -3.595
N: 2.502 -1.186 -0.806
C: -1.300 0.721 -1.708
C: -4.334 -2.094 1.617
C: -0.533 0.432 3.578
C: 1.105 -0.753 -0.623
C: 3.221 2.837 -3.949
C: 3.154 -0.859 1.664
C: -0.338 1.422 -0.752
C: 2.355 3.077 -2.744
C: -1.603 -0.385 2.858
C: 2.627 -2.617 -0.932
C: 3.445 -0.613 0.154
C: 0.214 2.643 -1.519
C: 0.958 0.721 -0.266
C: -4.370 -3.517 2.187
C: 0.968 2.429 -2.825
C: 2.118 -3.593 0.120
C: -2.035 -0.554 -1.215
H: 4.409 -1.080 -0.063
H: 2.697 2.787 -4.893
H: 1.186 1.378 -3.008
H: 0.884 3.171 -0.829
H: 3.609 0.451 -0.001
H: 2.419 -1.635 1.858
H: 2.852 3.086 -1.780
H: -3.723 -3.628 3.057
H: 0.949 0.791 0.821
H: -1.485 -1.480 -1.402
H: 2.750 -3.565 1.009
H: 2.841 0.068 2.146
H: -2.954 -0.644 -1.794
H: -4.246 -1.393 2.440
H: -5.276 -1.934 1.096
H: -3.982 -4.194 1.425
H: -5.385 -3.845 2.407
H: 1.807 1.325 -0.580
H: -2.558 0.103 3.051
H: 1.091 -3.390 0.423
H: 4.085 -1.159 2.146
H: -0.881 0.525 4.608
H: 0.545 -1.063 -1.504
H: 2.198 -4.598 -0.282
H: -0.554 1.442 3.167
H: 0.680 -1.324 0.215
H: 0.483 2.914 -3.669
H: -1.647 -1.363 3.348
H: -2.067 1.451 -1.972
H: 0.445 -0.037 3.516
H: -0.820 0.463 -2.650
H: 4.295 2.857 -3.841

Properties
E_HOMO (eV): -9.3564
Largest force on an atom (eV/Å): 3.059
Total charge: 0
Gap between HOMO and LUMO (Ha): 0.35972
E (Ha): -2138.37580